The following is a DFT calculation (wB97M-V/def2-TZVPD) of a molecular structure, C9H25Cl2GdO2P2 in a non-equilibrium geometry.

highest occupied orbital energy (alpha / beta)	-16.14 / -15.99	eV
molecular weight	455.40	g mol⁻¹
frontier orbital gap (alpha / beta)	4.5 / 5.8	eV
maximum force	6.6	eV/Å
energy above the lowest of the compared OMol25 structures with the same formula, charge and spin	0.0	kcal per mole

```
! wB97M-V def2-TZVPD RIJCOSX def2/J DEFGRID3
* xyz 2 8
C 1.465 -0.230 -3.095
C 1.397 -0.342 -1.577
H 2.506 -0.327 -3.441
H 1.051 0.734 -3.457
H 0.883 -1.052 -3.566
O 2.371 -0.475 -0.862
Cl -3.111 1.275 -1.775
Gd -1.101 0.128 -0.756
P -0.224 2.814 -0.331
C 0.975 3.521 0.868
C -0.105 4.001 -1.713
H -0.407 4.993 -1.361
H -2.020 4.365 0.169
H -0.778 3.678 -2.513
H -2.621 2.689 0.233
H 1.996 3.213 0.589
H 0.925 4.030 -2.088
C -1.785 3.349 0.515
H 0.907 4.624 0.857
H -1.662 3.321 1.609
H 0.738 3.145 1.879
P -0.076 -2.692 -0.067
C 1.304 -3.031 1.137
C -1.456 -3.436 0.908
H -0.406 -3.962 -2.082
H -0.002 -5.013 -0.698
H 1.288 -4.084 -1.528
C 0.242 -4.076 -1.209
H -2.410 -3.068 0.507
H -1.391 -4.527 0.808
H 1.271 -4.104 1.410
H 1.210 -2.426 2.055
H -1.384 -3.148 1.965
H 2.260 -2.789 0.638
Cl -2.876 -0.332 1.214
C 0.467 -0.200 2.691
O -0.128 0.219 1.438
H 1.539 -0.278 2.548
H 0.053 -1.172 2.976
H 0.228 0.522 3.475
H -1.134 0.143 1.629
*
```